# 1
# C10H20BrN4O7P2S

A 2-piece molecular cluster, C10H20BrN4O7P2S overall at a distorted geometry (ωB97M-V/def2-TZVPD, the OMol25 dataset).

Cartesian coordinates (Å):
Br1 -0.459 2.008 -3.021
S1 -3.260 -0.164 -3.027
P1 0.309 -0.042 1.937
P2 -2.784 0.767 -1.382
O1 -1.092 3.045 1.369
O2 5.764 1.124 0.385
O3 1.495 1.008 1.986
O4 0.879 -1.210 1.017
O5 3.767 2.172 0.219
O6 2.789 -2.338 -3.076
O7 3.886 -0.034 -0.146
N1 -2.300 -2.022 1.256
N2 0.184 2.149 -0.334
N3 -0.200 -0.544 3.317
N4 1.291 -3.019 -1.514
C1 -0.705 2.102 0.713
C2 -1.163 0.251 -0.633
C3 -2.387 0.468 1.734
C4 0.953 -0.865 -2.654
C5 -3.144 -0.873 1.625
C6 4.572 0.988 0.140
C7 -1.100 0.625 0.900
C8 1.277 0.296 -1.675
C9 0.008 1.059 -1.285
C10 1.786 -2.112 -2.439
H1 -0.112 -1.116 -2.645
H2 -2.737 2.164 -1.443
H3 1.179 -0.537 -3.670
H4 2.042 -3.542 -1.082
H5 1.867 0.002 -0.810
H6 -2.709 -2.869 1.635
H7 0.348 3.067 -0.726
H8 1.367 1.666 2.685
H9 0.277 -0.144 4.115
H10 -1.191 -0.829 -0.785
H11 0.683 -2.599 -0.826
H12 -2.168 0.656 2.780
H13 1.906 1.002 -2.218
H14 -3.616 -1.057 2.599
H15 -3.752 0.526 -0.414
H16 2.926 1.753 -0.004
H17 -3.056 1.274 1.412
H18 -1.409 -1.950 1.735
H19 -3.961 -0.808 0.905
H20 1.748 -1.495 1.350

Values from the calculation:
E_tot in eV: -130447.7204
Multiplicity: 1
Energy relative to the best compared isomer or geometry (same formula, charge and spin) in kcal per mole: 0.0
Charge: -1

# 2
# C40H33N5P2PdSe2

C40H33N5P2PdSe2 as an isolated structure at a distorted geometry (ωB97M-V/def2-TZVPD, the OMol25 dataset).

Cartesian coordinates (Å):
Pd1 -2.370 1.318 0.230
Se1 -2.365 -1.280 0.599
Se2 4.249 2.251 0.198
P1 -0.215 -1.384 0.558
P2 3.425 0.461 -0.531
N1 -1.887 3.383 -0.139
N2 -3.452 1.481 -2.263
N3 0.013 1.769 -1.552
N4 1.316 1.624 -1.550
N5 -0.544 0.834 -0.809
C1 5.408 0.100 -2.416
C2 1.216 -1.471 4.888
C3 -4.834 0.826 1.405
C4 0.311 -2.900 -0.277
C5 3.828 -0.905 0.603
C6 -3.922 0.491 -2.600
C7 -2.083 5.770 0.216
C8 4.047 -1.664 2.877
C9 0.461 -1.426 2.225
C10 1.156 -5.248 -1.500
C11 3.635 -0.705 1.969
C12 1.999 -4.147 -1.461
C13 -0.535 -4.006 -0.323
C14 -6.769 1.764 0.356
C15 -6.156 0.696 0.995
C16 -4.495 -0.773 -3.031
C17 0.386 -0.262 2.987
C18 1.576 -2.980 -0.846
C19 4.658 -2.829 2.433
C20 -2.820 6.909 0.488
C21 3.236 -0.696 -3.086
C22 1.298 -2.627 4.127
C23 -4.741 3.077 0.538
C24 -4.091 1.980 1.123
C25 -2.695 4.524 0.166
C26 5.126 -0.984 -4.542
C27 -4.183 6.801 0.712
C28 -4.061 4.392 0.416
C29 3.774 -1.149 -4.283
C30 0.430 0.043 -0.296
C31 -0.109 -5.176 -0.930
C32 -6.086 2.955 0.182
C33 5.942 -0.356 -3.610
C34 4.054 -0.080 -2.144
C35 4.447 -2.071 0.163
C36 -4.786 5.555 0.681
C37 0.767 -0.286 4.316
C38 0.922 -2.608 2.792
C39 1.633 0.560 -0.781
C40 4.857 -3.033 1.076
H1 2.235 -2.124 -0.815
H2 6.030 0.611 -1.691
H3 -4.374 0.029 1.973
H4 2.983 -4.192 -1.909
H5 -5.840 5.466 0.907
H6 -1.964 3.142 -1.130
H7 -1.526 -3.947 0.109
H8 -5.556 -0.649 -3.240
H9 -7.791 1.679 0.007
H10 4.621 -2.229 -0.894
H11 -4.363 -1.511 -2.239
H12 1.505 -1.489 5.931
H13 -2.329 7.873 0.524
H14 1.482 -6.162 -1.980
H15 -0.769 -6.033 -0.962
H16 6.994 -0.212 -3.817
H17 4.991 -3.573 3.147
H18 3.905 -1.494 3.936
H19 -3.986 -1.119 -3.928
H20 0.015 0.655 2.541
H21 2.176 -0.804 -2.900
H22 3.200 0.223 2.317
H23 5.343 -3.934 0.725
H24 5.544 -1.332 -5.478
H25 3.132 -1.619 -5.016
H26 -1.018 5.844 0.023
H27 1.657 -3.546 4.571
H28 -6.592 3.794 -0.281
H29 -0.904 3.574 0.011
H30 -4.772 7.681 0.932
H31 0.988 -3.511 2.199
H32 0.708 0.617 4.909
H33 -6.695 -0.229 1.163

Values from the calculation:
E_tot in eV: -202216.6414
Multiplicity: 1
Energy relative to the best compared isomer or geometry (same formula, charge and spin) in kcal per mole: 0.0
Charge: 0

# 3
# C3H12NO2

A 3-piece molecular cluster, C3H12NO2 overall at a distorted geometry (ωB97M-V/def2-TZVPD, the OMol25 dataset).

Cartesian coordinates (Å):
O1 -1.923 -1.218 1.884
O2 1.851 -0.485 2.016
N1 -0.107 0.934 0.827
C1 0.006 1.097 -0.608
C2 -0.028 0.174 -2.943
C3 -0.403 0.078 -1.463
H1 0.502 0.119 1.006
H2 -0.946 -0.738 -0.860
H3 -0.053 1.258 -3.336
H4 0.524 1.881 -1.085
H5 -2.038 -2.124 1.618
H6 -0.544 -0.558 -3.500
H7 0.007 1.733 1.412
H8 -1.617 -1.178 2.796
H9 2.419 -1.041 1.278
H10 1.109 0.034 -2.967
H11 2.392 -0.560 2.796
H12 -1.150 0.593 1.129

Values from the calculation:
E_tot in eV: -8882.6823
Multiplicity: 1
Energy relative to the best compared isomer or geometry (same formula, charge and spin) in kcal per mole: 50.5
Charge: +1

# 4
# C4H4N4

One molecule with the formula C4H4N4 at a distorted geometry (ωB97M-V/def2-TZVPD, the OMol25 dataset).

Cartesian coordinates (Å):
N1 1.798 -0.694 -0.985
N2 1.515 2.328 0.712
N3 -0.828 -0.441 1.354
N4 -1.728 1.739 -1.089
C1 0.891 0.070 -0.462
C2 1.131 1.439 0.087
C3 -1.267 0.781 -0.570
C4 -0.476 -0.448 -0.096
H1 -0.006 -1.021 1.883
H2 1.483 -1.655 -1.346
H3 -0.747 -1.335 -0.838
H4 -1.766 -0.762 1.351

Values from the calculation:
E_tot in eV: -10169.9822
Multiplicity: 1
Energy relative to the best compared isomer or geometry (same formula, charge and spin) in kcal per mole: 65.9
Charge: 0
Structure (SMILES): [H]/N=C(/C#N)[C@@H](N)C#N

# 5
# C4H4CeCl2ErN2O3S

C4H4CeCl2ErN2O3S as an isolated structure at a distorted geometry (ωB97M-V/def2-TZVPD, the OMol25 dataset).

Cartesian coordinates (Å):
Er1 0.276 -0.154 -0.332
Ce1 -2.044 -1.255 -4.628
Cl1 -0.458 1.957 -1.250
Cl2 -1.019 -1.690 -2.190
S1 -1.300 -0.163 1.666
O1 0.865 -2.551 -5.348
O2 0.474 0.924 -5.280
O3 2.080 2.988 0.906
N1 0.181 1.124 3.536
N2 0.039 -1.162 3.770
C1 -0.288 -2.302 -5.415
C2 -0.336 -0.033 3.127
C3 -0.484 0.277 -5.047
C4 1.665 1.932 0.691
H1 -0.148 1.972 3.062
H2 0.424 -1.121 4.733
H3 -0.351 -2.026 3.476
H4 0.424 1.281 4.522

Values from the calculation:
E_tot in eV: -89720.4724
Multiplicity: 5
Energy relative to the best compared isomer or geometry (same formula, charge and spin) in kcal per mole: 0.0
Charge: +4

# 6
# C34H46LiO18S

C34H46LiO18S as an isolated structure at a distorted geometry (ωB97M-V/def2-TZVPD, the OMol25 dataset).

Cartesian coordinates (Å):
S1 -0.608 -0.346 0.115
O1 -0.587 -3.699 -1.534
O2 0.035 -1.501 -3.876
O3 1.405 -1.325 3.176
O4 -3.463 0.905 1.790
O5 -4.310 0.753 -1.706
O6 0.027 0.846 -0.217
O7 5.856 -5.050 -3.175
O8 1.727 1.674 -1.953
O9 -2.061 -0.233 -0.298
O10 2.539 -2.249 0.052
O11 -1.227 -7.916 1.917
O12 -0.509 -0.614 1.567
O13 -1.454 -0.184 3.826
O14 -0.436 3.295 0.008
O15 2.904 6.148 3.345
O16 -1.007 2.465 -6.844
O17 0.010 -1.513 -0.497
O18 -1.826 4.853 5.863
C1 1.078 1.877 -3.183
C2 -1.702 1.008 4.326
C3 3.670 -4.368 -2.687
C4 -1.408 -5.884 -1.209
C5 -1.010 1.837 -4.393
C6 -1.637 -6.994 -0.303
C7 1.326 3.332 1.663
C8 4.671 -3.033 -0.384
C9 2.219 -0.184 3.067
C10 5.027 -4.520 -2.269
C11 0.126 5.305 1.120
C12 -5.125 1.678 -2.441
C13 -1.002 -6.939 0.984
C14 -2.602 2.595 5.918
C15 -0.921 2.047 3.727
C16 -0.727 -4.706 -0.723
C17 1.640 2.473 -4.353
C18 -2.572 1.268 5.401
C19 3.336 -2.952 -0.740
C20 -0.427 2.435 -5.602
C21 0.925 -1.780 -4.958
C22 -3.512 2.309 1.589
C23 2.247 3.981 2.589
C24 -0.210 1.450 -3.396
C25 0.879 2.742 -5.495
C26 0.274 3.963 0.917
C27 -1.113 3.303 4.192
C28 -0.009 -4.757 0.569
C29 0.872 6.043 2.080
C30 -0.131 -5.808 1.374
C31 5.550 -3.809 -1.253
C32 2.803 -3.501 -1.963
C33 -1.812 3.674 5.316
C34 1.967 5.392 2.701
Li1 -3.873 -0.342 -0.020
H1 1.849 -2.012 -0.446
H2 0.430 -3.592 0.865
H3 -0.322 2.250 0.039
H4 3.391 -0.278 3.191
H5 1.088 1.329 -1.217
H6 -5.843 1.193 -3.330
H7 3.224 -4.979 -3.569
H8 0.129 -1.865 -3.085
H9 1.691 -2.717 -4.628
H10 -3.338 2.721 6.648
H11 -0.493 4.263 4.057
H12 0.679 -1.431 2.454
H13 5.086 -2.317 0.521
H14 2.537 6.910 3.667
H15 0.533 -5.709 2.293
H16 2.579 2.873 -4.361
H17 -1.892 5.086 6.829
H18 -0.679 0.906 -2.473
H19 -1.825 -6.175 -2.149
H20 1.941 0.107 1.925
H21 -2.219 -7.858 -0.508
H22 6.546 -3.859 -1.111
H23 -3.420 2.474 0.511
H24 1.310 2.251 1.616
H25 -5.729 2.011 -1.777
H26 0.648 7.136 2.381
H27 -4.428 2.423 -2.672
H28 -0.248 -2.744 -1.088
H29 1.853 0.547 3.941
H30 -2.080 2.218 -6.777
H31 -3.006 0.492 5.823
H32 -1.190 -7.649 2.959
H33 2.811 3.260 3.174
H34 -3.654 0.553 -2.295
H35 0.434 -2.000 -5.845
H36 -0.271 1.980 2.817
H37 -2.556 2.893 1.957
H38 -2.850 0.641 2.492
H39 1.127 3.172 -6.331
H40 -0.678 5.778 0.484
H41 5.458 -5.608 -3.780
H42 -1.033 -0.157 2.885
H43 1.377 -0.812 -5.217
H44 -4.494 2.594 2.155
H45 1.808 -3.424 -2.183
H46 -2.116 1.684 -4.564

Values from the calculation:
E_tot in eV: -83891.6143
Multiplicity: 1
Charge: -1

The highest multiplicity belongs to which entry?
C4H4CeCl2ErN2O3S

Which formula does entry 2 have?
C40H33N5P2PdSe2

Repeat the second record exactly.
# C40H33N5P2PdSe2

C40H33N5P2PdSe2 as an isolated structure at a distorted geometry (ωB97M-V/def2-TZVPD, the OMol25 dataset).

Cartesian coordinates (Å):
Pd1 -2.370 1.318 0.230
Se1 -2.365 -1.280 0.599
Se2 4.249 2.251 0.198
P1 -0.215 -1.384 0.558
P2 3.425 0.461 -0.531
N1 -1.887 3.383 -0.139
N2 -3.452 1.481 -2.263
N3 0.013 1.769 -1.552
N4 1.316 1.624 -1.550
N5 -0.544 0.834 -0.809
C1 5.408 0.100 -2.416
C2 1.216 -1.471 4.888
C3 -4.834 0.826 1.405
C4 0.311 -2.900 -0.277
C5 3.828 -0.905 0.603
C6 -3.922 0.491 -2.600
C7 -2.083 5.770 0.216
C8 4.047 -1.664 2.877
C9 0.461 -1.426 2.225
C10 1.156 -5.248 -1.500
C11 3.635 -0.705 1.969
C12 1.999 -4.147 -1.461
C13 -0.535 -4.006 -0.323
C14 -6.769 1.764 0.356
C15 -6.156 0.696 0.995
C16 -4.495 -0.773 -3.031
C17 0.386 -0.262 2.987
C18 1.576 -2.980 -0.846
C19 4.658 -2.829 2.433
C20 -2.820 6.909 0.488
C21 3.236 -0.696 -3.086
C22 1.298 -2.627 4.127
C23 -4.741 3.077 0.538
C24 -4.091 1.980 1.123
C25 -2.695 4.524 0.166
C26 5.126 -0.984 -4.542
C27 -4.183 6.801 0.712
C28 -4.061 4.392 0.416
C29 3.774 -1.149 -4.283
C30 0.430 0.043 -0.296
C31 -0.109 -5.176 -0.930
C32 -6.086 2.955 0.182
C33 5.942 -0.356 -3.610
C34 4.054 -0.080 -2.144
C35 4.447 -2.071 0.163
C36 -4.786 5.555 0.681
C37 0.767 -0.286 4.316
C38 0.922 -2.608 2.792
C39 1.633 0.560 -0.781
C40 4.857 -3.033 1.076
H1 2.235 -2.124 -0.815
H2 6.030 0.611 -1.691
H3 -4.374 0.029 1.973
H4 2.983 -4.192 -1.909
H5 -5.840 5.466 0.907
H6 -1.964 3.142 -1.130
H7 -1.526 -3.947 0.109
H8 -5.556 -0.649 -3.240
H9 -7.791 1.679 0.007
H10 4.621 -2.229 -0.894
H11 -4.363 -1.511 -2.239
H12 1.505 -1.489 5.931
H13 -2.329 7.873 0.524
H14 1.482 -6.162 -1.980
H15 -0.769 -6.033 -0.962
H16 6.994 -0.212 -3.817
H17 4.991 -3.573 3.147
H18 3.905 -1.494 3.936
H19 -3.986 -1.119 -3.928
H20 0.015 0.655 2.541
H21 2.176 -0.804 -2.900
H22 3.200 0.223 2.317
H23 5.343 -3.934 0.725
H24 5.544 -1.332 -5.478
H25 3.132 -1.619 -5.016
H26 -1.018 5.844 0.023
H27 1.657 -3.546 4.571
H28 -6.592 3.794 -0.281
H29 -0.904 3.574 0.011
H30 -4.772 7.681 0.932
H31 0.988 -3.511 2.199
H32 0.708 0.617 4.909
H33 -6.695 -0.229 1.163

Values from the calculation:
E_tot in eV: -202216.6414
Multiplicity: 1
Energy relative to the best compared isomer or geometry (same formula, charge and spin) in kcal per mole: 0.0
Charge: 0